A molecular structure, C45H53CaCl2N4O6SSe, computed with the ωB97M-V functional and the def2-TZVPD basis.

ORCA input file:
```
! RIJCOSX wB97M-V def2-TZVPD def2/J DEFGRID3
* xyz -1 1
Ca -1.874 0.094 -0.292
C 5.709 -1.699 1.678
C 4.530 -2.492 2.261
C 4.720 -2.632 3.778
C 4.550 -3.891 1.646
C 3.223 -1.759 1.970
C 2.202 -2.295 1.212
C 1.029 -1.586 0.966
Se -0.209 -2.423 -0.254
C 0.644 -1.934 -1.912
C 1.691 -2.746 -2.339
C 2.373 -2.485 -3.512
C 1.931 -1.390 -4.263
C 0.885 -0.568 -3.888
C 0.214 -0.807 -2.646
O -0.739 -0.017 -2.233
C 0.414 0.585 -4.781
C 1.231 0.703 -6.071
C -1.048 0.342 -5.189
C 0.539 1.926 -4.041
C 3.546 -3.327 -4.007
C 3.199 -3.955 -5.364
C 4.789 -2.440 -4.165
C 3.893 -4.453 -3.033
C 0.789 -0.306 1.507
O -0.340 0.337 1.341
C 1.877 0.281 2.238
C 3.025 -0.459 2.449
C 1.793 1.744 2.692
C 0.600 1.966 3.629
C 3.050 2.196 3.443
C 1.643 2.648 1.459
H 6.654 -2.213 1.876
H 5.769 -0.700 2.113
H 5.593 -1.587 0.598
H 5.659 -3.146 4.002
H 3.898 -3.206 4.213
H 4.742 -1.657 4.266
H 5.496 -4.383 1.885
H 4.458 -3.850 0.559
H 3.739 -4.510 2.035
H 2.293 -3.283 0.779
H 1.960 -3.589 -1.716
H 2.436 -1.186 -5.198
H 1.163 -0.201 -6.679
H 2.285 0.907 -5.865
H 0.841 1.534 -6.664
H -1.126 -0.569 -5.786
H -1.419 1.174 -5.798
H -1.678 0.226 -4.308
H 1.584 2.125 -3.792
H -0.036 1.912 -3.117
H 0.181 2.740 -4.680
H 2.981 -3.189 -6.110
H 2.319 -4.595 -5.273
H 4.032 -4.561 -5.734
H 4.615 -1.633 -4.879
H 5.639 -3.029 -4.522
H 5.057 -1.989 -3.208
H 3.060 -5.148 -2.910
H 4.159 -4.059 -2.050
H 4.749 -5.017 -3.413
H 3.833 -0.004 3.007
H 0.656 1.291 4.488
H -0.326 1.786 3.091
H 0.599 2.996 3.998
H 3.206 1.620 4.358
H 2.933 3.245 3.724
H 3.946 2.116 2.823
H 0.754 2.378 0.892
H 2.518 2.553 0.812
H 1.550 3.693 1.766
O -5.035 -2.409 2.533
S -3.884 -1.572 2.377
O -2.593 -2.113 2.102
N -4.235 -0.459 1.068
C -4.993 0.755 1.277
C -6.265 0.651 1.805
C -7.041 1.781 2.022
C -6.530 3.009 1.635
C -5.265 3.131 1.076
C -4.804 4.375 0.490
C -3.556 4.485 0.031
C -2.592 3.367 0.297
N -3.190 2.071 0.350
C -4.415 1.995 0.903
C -3.789 -0.458 3.725
C -4.846 -0.390 4.620
C -4.763 0.505 5.673
C -3.644 1.318 5.800
C -2.594 1.231 4.897
C -2.653 0.331 3.843
H -6.640 -0.334 2.058
H -8.029 1.694 2.452
H -7.130 3.907 1.741
H -5.514 5.189 0.389
H -3.193 5.382 -0.456
H -1.798 3.352 -0.451
H -5.709 -1.027 4.482
H -5.576 0.576 6.384
H -3.590 2.034 6.611
H -1.734 1.874 5.003
H -1.838 0.245 3.128
O -3.936 -2.054 -0.377
N -4.311 -0.923 -0.193
O -2.451 4.215 3.799
C -2.213 3.946 2.680
N -1.845 3.710 1.563
Cl -4.223 2.672 -5.436
C -3.583 2.582 -3.785
Cl -4.359 1.315 -2.832
H -3.773 3.531 -3.298
H -2.524 2.359 -3.844
*
```

## Properties
E: -185440.261 eV
E_HOMO: -4.8 eV
LUMO level: 1.818 eV
Kohn-Sham gap: 0.24152 Ha
relative energy (zero: lowest compared OMol25 entry of this formula, charge and spin): 36.2 kcal per mole

Results of the Mulliken charge analysis, in e, for atoms 1 through 99: Ca 1.78; C -1.61; C 2.18; C -1.72; C -1.90; C -0.64; C -0.48; C 0.66; Se 0.13; C -0.35; C -0.27; C -0.66; C -0.30; C -0.52; C 1.03; O -1.38; C 2.52; C -2.34; C -1.45; C -1.47; C 2.28; C -1.72; C -1.58; C -2.19; C -0.72; O 0.39; C -0.02; C -0.55; C 2.60; C -0.97; C -2.56; C -1.59; H 0.49; H 0.30; H 0.29; H 0.46; H 0.37; H 0.30; H 0.49; H 0.08; H 0.39; H 0.40; H 0.27; H 0.37; H 0.38; H 0.40; H 0.47; H 0.32; H 0.42; H 0.12; H 0.33; H 0.02; H 0.45; H 0.31; H 0.36; H 0.46; H 0.30; H 0.47; H 0.30; H 0.38; H 0.27; H 0.48; H 0.37; H 0.43; H -0.69; H 0.58; H 0.41; H 0.44; H 0.47; H -0.05; H 0.36; H 0.47; O -0.70; S 1.09; O -0.51; N 0.80; C -0.53; C 0.15; C -1.13; C -0.71; C 1.22; C -0.77; C -0.95; C -0.25; N 0.54; C -1.02; C -0.02; C -0.35; C -0.66; C -0.66; C -0.42; C 0.31; H 0.60; H 0.39; H 0.42; H 0.41; H 0.46; H 0.26; H 0.45



4 unconnected molecules or ions with the total composition C5H18O3 in a non-equilibrium geometry, computed with the ωB97M-V functional and the def2-TZVPD basis.

ORCA input file:
```
! RIJCOSX wB97M-V def2-TZVPD def2/J DEFGRID3
* xyz 1 2
C 0.504 -0.798 2.389
C -0.049 -0.320 1.027
C 0.085 -1.557 0.033
C -0.710 -1.119 -1.233
C -2.255 -1.090 -0.964
H 0.001 -1.498 2.968
H 0.448 0.070 2.991
H 1.504 -1.326 2.380
H 0.424 0.678 0.766
H -1.111 -0.159 1.317
H 1.062 -1.718 -0.321
H -0.343 -2.407 0.344
H -0.213 -0.207 -1.606
H -0.472 -2.008 -1.917
H -2.714 -1.393 -1.913
H -2.223 -2.021 -0.234
H -2.562 -0.173 -0.466
H 3.852 -0.267 1.786
H 4.589 -1.085 0.676
O 4.485 -0.249 0.992
H 2.027 2.244 -0.587
H 0.941 2.941 0.117
O 1.094 2.332 -0.477
H -2.480 3.196 -2.139
H -2.685 4.296 -3.304
O -3.201 3.638 -2.625
*
```

## Properties
E: -11607.149 eV
E_HOMO (alpha / beta): -13.7 / -13.7 eV
LUMO level (alpha / beta): -2.758 / -9.730 eV
Kohn-Sham gap (alpha / beta): 0.40038 / 0.14417 Ha
relative energy (zero: lowest compared OMol25 entry of this formula, charge and spin): 53.8 kcal per mole

In the Mulliken picture, each atom carries the following charge in e: C -1.38; C 0.43; C -0.83; C -0.39; C -0.87; H 0.49; H 0.42; H 0.29; H 0.05; H 0.21; H 0.40; H 0.53; H 0.38; H 0.33; H 0.35; H 0.30; H 0.30; H 0.32; H 0.30; O -0.61; H 0.32; H 0.26; O -0.60; H 0.30; H 0.35; O -0.65



A gas-phase ion, C8H13N2O (charge +1) in a non-equilibrium geometry, computed with the ωB97M-V functional and the def2-TZVPD basis.

ORCA input file:
```
! RIJCOSX wB97M-V def2-TZVPD def2/J DEFGRID3
* xyz 1 1
N 2.809 -0.698 -0.253
C 2.478 0.803 -0.294
C 1.408 1.060 0.737
N 0.108 0.492 0.337
C -1.488 1.334 0.008
O -1.463 2.240 -0.703
C -2.147 0.275 0.742
C -2.557 -0.571 -0.428
C -1.228 -1.030 -1.124
C -0.229 -0.941 -0.052
C -0.762 -0.348 1.216
H 3.453 -0.952 0.427
H 3.040 -1.203 -1.068
H 2.196 1.138 -1.305
H 3.427 1.376 0.024
H 1.288 2.143 0.849
H 1.445 0.593 1.759
H -2.982 0.432 1.503
H -3.243 -0.003 -1.188
H -3.193 -1.402 -0.103
H -1.513 -2.110 -1.343
H -0.914 -0.445 -1.968
H 0.587 -1.519 -0.072
H -0.520 -0.665 2.299
*
```

## Properties
E: -13524.701 eV
E_HOMO: -12.9 eV
LUMO level: -3.471 eV
Kohn-Sham gap: 0.34699 Ha
relative energy (zero: lowest compared OMol25 entry of this formula, charge and spin): 79.9 kcal per mole

In the Mulliken picture, each atom carries the following charge in e: N -0.50; C -0.52; C -0.46; N 0.14; C 0.32; O -0.32; C -0.01; C -0.87; C -0.89; C -0.33; C -0.40; H 0.17; H 0.18; H 0.35; H 0.34; H 0.29; H 0.30; H 0.50; H 0.33; H 0.45; H 0.32; H 0.41; H 0.83; H 0.35



C25H27N3O2S in the gas phase, computed with the ωB97M-V functional and the def2-TZVPD basis.

ORCA input file:
```
! RIJCOSX wB97M-V def2-TZVPD def2/J DEFGRID3
* xyz 0 1
O -4.110 -1.667 1.787
C -3.268 -1.827 0.924
C -3.529 -2.004 -0.494
C -2.532 -2.184 -1.383
C -1.167 -2.225 -0.968
C -0.100 -2.459 -1.839
C 1.197 -2.520 -1.386
C 1.473 -2.321 -0.027
O 2.710 -2.342 0.525
C 3.862 -2.312 -0.299
C 4.998 -1.697 0.518
C 4.679 -0.266 0.957
C 4.762 0.786 -0.176
N 3.571 1.572 -0.433
C 2.473 0.831 -1.018
C 1.382 1.796 -1.495
N 0.887 2.593 -0.393
C -0.197 2.120 0.339
C -0.176 1.948 1.718
C -1.290 1.503 2.423
C -2.476 1.215 1.784
C -2.525 1.415 0.412
S -3.932 1.212 -0.590
C -3.053 1.776 -1.969
C -1.769 2.089 -1.697
C -1.421 1.876 -0.328
C 1.980 3.280 0.258
C 3.109 2.343 0.705
C 0.426 -2.085 0.857
C -0.887 -2.048 0.404
N -1.927 -1.852 1.265
H -4.565 -1.976 -0.791
H -2.747 -2.309 -2.435
H -0.308 -2.609 -2.888
H 1.992 -2.735 -2.082
H 4.123 -3.333 -0.610
H 3.681 -1.708 -1.193
H 5.147 -2.312 1.407
H 5.914 -1.722 -0.075
H 5.365 0.012 1.758
H 3.674 -0.271 1.380
H 5.028 0.298 -1.118
H 5.558 1.502 0.053
H 2.012 0.127 -0.304
H 2.847 0.273 -1.879
H 1.801 2.470 -2.249
H 0.573 1.213 -1.932
H 0.726 2.155 2.273
H -1.215 1.377 3.494
H -3.341 0.855 2.317
H -3.565 1.855 -2.908
H -1.101 2.502 -2.430
H 2.392 3.981 -0.477
H 1.598 3.852 1.104
H 2.746 1.695 1.521
H 3.945 2.935 1.085
H 0.650 -1.939 1.902
H -1.721 -1.709 2.246
*
```

## Properties
E: -45764.625 eV
E_HOMO: -7.4 eV
LUMO level: 0.496 eV
Kohn-Sham gap: 0.28970 Ha
relative energy (zero: lowest compared OMol25 entry of this formula, charge and spin): 11.7 kcal per mole

In the Mulliken picture, each atom carries the following charge in e: O -0.71; C 0.21; C -0.86; C -0.57; C 1.19; C -1.15; C -0.41; C -0.06; O -0.40; C -0.26; C -1.33; C -0.21; C -1.28; N -0.06; C 0.10; C -1.78; N 0.18; C 1.07; C -0.50; C -1.15; C -0.71; C 0.63; S -0.15; C -0.44; C -0.70; C -0.20; C -1.46; C -0.21; C 0.02; C 0.07; N 0.15; H 0.49; H 0.42; H 0.39; H 0.46; H 0.44; H 0.13; H 0.44; H 0.42; H 0.39; H 0.26; H 0.61; H 0.42; H 0.13; H 0.60; H 0.18; H 0.60; H 0.33; H 0.42; H 0.47; H 0.49; H 0.55; H 0.42; H 0.56; H 0.23; H 0.49; H 0.41; H 0.24



A gas-phase ion, C7H12NO (charge +1) in a non-equilibrium geometry, computed with the ωB97M-V functional and the def2-TZVPD basis.

ORCA input file:
```
! RIJCOSX wB97M-V def2-TZVPD def2/J DEFGRID3
* xyz 1 1
C -0.123 1.216 -0.375
C 1.015 -2.511 1.299
C 0.002 -1.751 0.809
C 0.923 -1.152 -1.344
C 0.724 0.083 -2.245
C -1.777 1.744 1.380
C -0.561 2.208 0.565
N -0.141 -1.270 -0.425
O 0.414 1.274 -1.489
H 0.923 -2.931 2.284
H 1.869 -2.810 0.718
H -0.878 -1.599 1.424
H 0.855 -1.998 -2.040
H 1.928 -1.137 -0.893
H 1.631 0.305 -2.812
H -0.120 -0.059 -2.925
H -2.688 1.909 0.814
H -1.848 2.294 2.314
H -1.696 0.684 1.600
H 0.293 2.318 1.250
H -0.744 3.182 0.092
*
```

## Properties
E: -10979.487 eV
E_HOMO (alpha / beta): -12.9 / -13.1 eV
LUMO level (alpha / beta): -5.216 / -5.087 eV
Kohn-Sham gap (alpha / beta): 0.28391 / 0.29577 Ha
relative energy (zero: lowest compared OMol25 entry of this formula, charge and spin): 113.9 kcal per mole

In the Mulliken picture, each atom carries the following charge in e: C 0.45; C -0.87; C 0.28; C -0.59; C -0.43; C -0.92; C -0.26; N -0.33; O -0.23; H 0.29; H 0.28; H 0.40; H 0.38; H 0.42; H 0.33; H 0.33; H 0.33; H 0.35; H 0.20; H 0.26; H 0.33



A molecular structure, C9H12CeClNO6S2 in a non-equilibrium geometry, computed with the ωB97M-V functional and the def2-TZVPD basis.

ORCA input file:
```
! RIJCOSX wB97M-V def2-TZVPD def2/J DEFGRID3
* xyz 3 2
C 5.686 0.736 -0.645
C 4.501 0.385 0.348
O 3.227 0.829 -0.277
C 2.287 -0.162 -0.150
O 2.113 -0.902 -1.089
C 1.478 -0.240 1.175
C 0.111 -1.026 1.056
C -0.879 -0.457 -0.036
C -2.170 0.180 0.618
O -2.060 1.600 0.852
S -3.349 2.481 0.368
O -3.137 3.462 -0.654
O -4.207 3.018 1.380
O -4.261 1.267 -0.357
C -3.554 0.053 -0.204
Cl -4.671 -1.011 0.784
N -3.363 -0.352 -1.668
C -3.836 -1.440 -1.779
S -4.098 -3.019 -2.355
H 6.282 1.577 -0.211
H 6.367 -0.137 -0.805
H 5.206 1.033 -1.610
H 4.691 0.894 1.322
H 4.523 -0.730 0.484
H 1.334 0.785 1.611
H 2.119 -0.783 1.927
H -0.392 -0.892 2.052
H 0.287 -2.128 0.969
H -1.232 -1.327 -0.650
H -0.448 0.331 -0.696
H -2.415 -0.352 1.572
Ce -6.138 -3.673 -3.329
*
```

## Properties
E: -70384.252 eV
E_HOMO (alpha / beta): -16.6 / -16.2 eV
LUMO level (alpha / beta): -14.860 / -14.739 eV
Kohn-Sham gap (alpha / beta): 0.06453 / 0.05396 Ha

In the Mulliken picture, each atom carries the following charge in e: C -0.96; C -0.15; O -0.32; C 0.50; O -0.50; C -0.65; C -0.86; C -0.32; C -0.12; O -0.28; S 1.06; O -0.47; O -0.48; O -0.41; C 0.90; Cl -0.11; N 0.00; C 0.32; S -0.20; H 0.29; H 0.29; H 0.31; H 0.33; H 0.32; H 0.35; H 0.41; H 0.40; H 0.42; H 0.10; H 0.43; H 0.50; Ce 1.90